{
  "formula": "C5H11IN",
  "method": "ωB97M-V/def2-TZVPD",
  "total_energy_ev": -14945.165,
  "mol_weight_g_mol": 212.054,
  "smiles": "C=C(I)C[NH+](C)C",
  "de_lowest_kj_mol": 204.25,
  "e_homo_ev": -13.14,
  "charge": 1,
  "gap_ev": 9.996,
  "species": ["C", "C", "C", "C", "C", "N", "I", "H", "H", "H", "H", "H", "H", "H", "H", "H", "H", "H"],
  "xyz": [[-1.516, 2.327, -0.024], [-1.404, 1.069, -0.302], [1.297, -1.559, -0.723], [0.717, -0.378, 1.329], [-0.119, 0.368, -0.826], [0.265, -0.734, 0.060], [-3.097, -0.315, 0.026], [-2.380, 2.742, 0.426], [-0.651, 2.900, 0.053], [2.313, -1.042, -0.768], [1.249, -2.557, -0.156], [0.758, -2.021, -1.584], [1.622, 0.206, 1.151], [0.028, 0.381, 1.732], [0.989, -1.208, 2.147], [-0.242, 0.192, -1.863], [0.579, 1.111, -0.787], [-0.408, -1.482, 0.109]],
  "mulliken_charge": [-0.54, -0.13, -0.99, -0.82, -0.62, 0.06, 0.08, 0.31, 0.30, 0.33, 0.38, 0.43, 0.38, 0.35, 0.32, 0.35, 0.43, 0.37]
}